No. 1
Here is C19H24N2O4S in the gas phase at a distorted geometry from the OMol25 dataset. Energies are from ωB97M-V with the def2-TZVPD basis set.

The geometry in XYZ format:
```
50
Properties=species:S:1:pos:R:3:forces:R:3:lowdin_charge:R:1
C -1.852457 5.994016 -0.574278 0.1 -0.1 0.2 -0.269
H 3.356075 -2.682029 -2.166074 -0.1 0.0 0.0 0.127
H -2.481460 6.196025 -1.444207 0.0 0.0 -0.1 0.106
H -1.073892 -5.410495 3.983350 -0.1 -0.2 0.1 0.102
C -1.559762 1.393869 0.200750 0.0 -0.1 -0.1 -0.008
H -3.558033 5.710543 0.734773 -0.1 0.0 0.1 0.064
H -0.749725 4.336220 0.249000 0.1 0.0 0.0 0.116
C 2.578224 -3.509110 -0.285652 0.0 -0.4 -0.1 -0.122
O -0.465281 -2.576209 -2.590313 -0.1 0.1 -0.2 -0.282
S -0.005622 -1.973517 -1.373089 0.2 0.2 -0.6 0.717
C -0.984267 0.141760 0.075938 0.0 -0.1 0.1 -0.044
N 2.526763 -2.460310 0.711211 0.1 0.2 0.1 -0.043
C -1.877254 2.146971 -0.925863 -0.1 -0.1 0.0 -0.224
H -0.726293 -0.453287 0.938745 0.0 0.0 0.2 0.105
C 2.391614 -2.895606 -1.695843 0.1 -0.4 -0.1 -0.164
H -1.847904 2.204519 -3.066705 0.0 0.1 -0.1 0.118
C 1.566254 -2.338179 1.674689 0.6 0.0 0.0 -0.417
H 0.894686 -6.693878 2.605138 0.1 -0.1 -0.1 0.122
C -1.335717 4.557322 -0.645590 -0.3 0.2 -0.2 -0.209
O 1.288925 -1.246645 2.152579 -0.2 0.0 0.1 0.062
O -0.219569 -2.731510 -0.168993 -0.1 0.3 0.1 -0.257
C -0.721442 -0.350326 -1.189810 0.3 -0.5 0.0 -0.287
H 2.913373 -0.021789 -1.541902 -0.1 0.0 0.1 0.126
C -0.316814 -4.983441 3.358294 0.3 -0.4 -0.2 -0.044
H -3.093429 3.555922 0.108149 -0.1 0.0 0.0 0.111
H -2.900282 7.341927 0.743534 -0.1 0.1 0.1 0.068
O 1.431520 -4.799638 1.992159 0.4 0.0 -0.3 0.040
N 1.640840 -1.659506 -1.648524 -1.2 0.2 0.1 -0.217
H 1.781270 -4.222593 -0.093618 0.2 0.1 -0.1 0.110
H -0.815522 -0.054517 -3.289603 0.0 0.0 -0.2 0.118
H 3.544884 -4.024244 -0.224093 -0.1 0.0 -0.1 0.130
H 4.148453 -1.471290 -0.095837 0.0 0.0 0.0 0.127
C 2.290337 -0.623962 -0.868972 0.2 0.4 0.3 -0.153
H 3.202856 -0.543366 1.101053 0.1 0.0 -0.2 0.127
C -0.118987 -3.618084 3.070787 0.7 0.2 -0.6 0.012
C -2.637733 6.287566 0.698672 0.1 0.0 -0.2 -0.113
H -0.686781 -2.783451 3.424541 -0.1 0.2 0.0 0.120
H -1.767889 1.789744 1.183528 0.0 0.0 0.1 0.122
H -2.042719 6.045753 1.576646 0.0 0.0 0.1 0.074
C -1.025061 0.377345 -2.324252 0.0 0.0 -0.2 -0.039
H 1.830503 -3.577371 -2.335167 0.3 -0.1 0.0 0.118
H -0.995565 6.669895 -0.622999 0.0 0.0 -0.1 0.104
C 0.656575 -5.650407 2.677068 -0.6 -0.2 0.5 -0.101
H -0.671384 4.460875 -1.507742 0.1 -0.1 0.0 0.114
C 0.959984 -3.553846 2.224800 -1.1 0.3 0.9 -0.202
C -1.602070 1.627171 -2.187523 0.0 -0.1 0.1 -0.017
H -3.068584 3.765007 -1.650578 -0.1 0.0 0.0 0.121
C 3.142082 -1.231431 0.257313 -0.1 0.2 0.1 -0.113
H 1.516156 0.016825 -0.447381 0.3 0.1 0.0 0.105
C -2.459875 3.520763 -0.778110 0.3 0.1 0.1 -0.163
```
Forces are in eV/Å.

Output
Structure (SMILES) = CCCCc1ccc(S(=O)(=O)N2CCN(C(=O)c3ccco3)CC2)cc1
Kohn-Sham gap = 0.343 hartree


No. 2
Here is a molecular structure, C4H2AgMgO2 at a distorted geometry from the OMol25 dataset. Energies are from ωB97M-V with the def2-TZVPD basis set.

The geometry in XYZ format:
```
10
Properties=species:S:1:pos:R:3:forces:R:3:lowdin_charge:R:1
H -1.137472 1.887245 -1.433432 -0.3 -0.1 0.1 0.139
O -0.635338 1.412234 -0.755195 -0.5 0.9 -0.1 -0.132
C -1.427060 0.607406 0.008848 1.5 -1.3 0.2 -0.215
C 1.423305 0.194023 0.982827 1.4 1.5 0.3 -0.222
O 1.708273 -1.872691 -0.196002 1.1 -1.2 -0.4 -0.170
C -1.195503 -0.287852 0.854855 -1.2 0.5 -1.1 0.107
H -1.598995 -1.060922 1.496415 0.6 0.4 0.3 0.079
C 1.936458 -0.840688 0.434249 -3.4 0.4 -1.0 -0.509
Mg 1.348235 1.857753 -0.173104 0.2 -1.1 1.0 1.078
Ag -0.421903 -1.896509 -1.219463 0.7 0.1 0.7 0.844
```
Forces are in eV/Å.

Output
Kohn-Sham gap = 0.197 hartree
Net charge = +1


No. 3
Here is 2 unconnected molecules or ions with the total composition C7H14 from the OMol25 dataset. Energies are from ωB97M-V with the def2-TZVPD basis set.

The geometry in XYZ format:
```
21
Properties=species:S:1:pos:R:3:forces:R:3:lowdin_charge:R:1
H 1.166244 2.388578 -1.677189 0.1 0.1 -0.1 0.058
H -0.680076 1.762953 0.627416 0.1 -0.2 0.1 0.079
C 0.113762 -0.171049 0.011057 0.1 0.0 0.1 -0.440
H 1.046002 1.594637 0.883123 -0.1 -0.2 0.0 0.057
H -0.081657 0.783225 1.975907 0.0 0.0 -0.1 0.083
C -0.384665 -1.529100 0.474301 0.0 -0.2 0.1 -0.070
H 2.731607 0.187355 0.683294 0.0 -0.1 -0.3 0.064
C 0.098202 1.050777 0.930162 0.0 0.0 0.1 -0.049
C 1.352026 -0.405218 -0.802120 0.1 -0.2 0.1 -0.187
H 3.466314 -0.531561 -0.863038 -0.2 0.1 0.0 0.055
H 0.150172 -2.385960 0.070376 -0.1 0.1 0.2 0.107
H -0.699927 -1.628777 1.510081 -0.1 0.0 -0.2 0.112
C -2.514840 -0.189773 0.116986 0.0 0.1 0.0 -0.077
H -2.915959 0.685052 -0.405865 0.1 -0.1 0.0 0.077
H -1.284630 -1.048087 -1.503205 0.1 0.0 0.2 0.135
C 2.578019 -0.239105 -0.309691 -0.1 0.0 -0.1 -0.022
C -1.218760 -0.717887 -0.464477 -0.1 0.0 -0.1 -0.282
H -3.267338 -0.986274 0.087358 0.1 0.2 0.0 0.080
H 1.218439 -0.874735 -1.780999 0.0 0.1 0.2 0.115
H -2.382332 0.081682 1.170360 0.0 0.0 -0.2 0.075
H 1.701274 1.902032 -1.499246 -0.1 0.2 -0.1 0.029
```
Forces are in eV/Å.

Output
Structure (SMILES) = C=C[C@]1(C)C[C@H]1C.[H][H]
Kohn-Sham gap = 0.368 hartree


No. 4
Here is a molecular structure, C5H6O2 from the OMol25 dataset. Energies are from ωB97M-V with the def2-TZVPD basis set.

The geometry in XYZ format:
```
13
Properties=species:S:1:pos:R:3:forces:R:3:lowdin_charge:R:1
C -1.214374 0.620753 0.230015 -0.2 0.0 0.1 -0.026
C 0.456828 0.149565 -0.004560 0.3 0.1 0.0 0.081
H 1.169241 -1.089741 1.420803 0.1 0.0 0.0 -0.050
H 0.471773 -0.541995 -2.283562 -0.1 0.1 0.1 0.157
H 2.443572 -1.527148 2.133462 -0.1 -0.1 0.1 0.020
O -0.172470 1.433413 -1.724510 0.0 0.0 0.0 -0.009
C -1.062177 -0.458815 -0.628886 -0.2 -0.1 0.0 -0.026
H 0.042344 2.493306 0.135147 0.0 -0.2 -0.1 0.156
C 0.000200 0.044536 -1.503586 0.1 -0.4 -0.3 -0.241
H -1.676733 0.625176 1.208378 0.1 0.0 -0.2 0.145
C -0.209751 1.538724 -0.312347 0.0 0.4 0.3 -0.242
H -1.376927 -1.481068 -0.462797 0.0 0.2 -0.1 0.146
O 1.497044 -1.700992 2.111945 0.0 0.0 -0.1 -0.114
```
Forces are in eV/Å.

Output
Kohn-Sham gap = 0.365 hartree


No. 5
Here is a molecular structure, C38H32BaCl3GeN3O2S6 from the OMol25 dataset. Energies are from ωB97M-V with the def2-TZVPD basis set.

The geometry in XYZ format:
```
86
Properties=species:S:1:pos:R:3:forces:R:3:lowdin_spin:R:1
S -0.338162 -0.272337 4.477522 0.0 -0.1 0.0 0.275
C 0.496824 -4.365048 -2.961024 0.0 0.0 0.0 0.000
C 1.363350 -5.373913 0.812510 0.0 0.0 0.0 0.000
C -3.597029 4.988028 -0.181853 0.0 0.0 0.0 0.000
H -4.601073 5.299311 0.071682 0.0 0.0 0.0 0.000
C -1.066620 4.052064 -0.747772 0.0 0.0 0.0 0.000
C 1.675114 1.607192 -0.801240 -0.1 0.0 0.0 0.000
H 2.439481 -6.885113 -0.262131 0.0 0.0 0.0 0.000
Ge -4.192565 0.022044 2.467282 0.0 -0.1 0.0 0.002
N 2.014558 1.018079 1.513907 0.0 0.0 -0.1 0.001
S 1.488120 0.456976 6.647739 0.0 0.0 0.0 -0.006
H 3.851105 -5.255883 -1.479617 0.0 0.0 0.0 0.000
H 5.174694 -1.045399 0.687786 0.0 0.0 0.0 0.000
Cl -4.781512 -1.854177 1.241279 0.0 0.0 0.0 0.001
C 2.955387 -3.549817 -0.531878 0.0 0.0 0.0 0.000
H 1.492726 1.835528 -2.913875 0.0 0.0 0.0 0.000
H 1.894062 -2.039820 0.558270 0.0 -0.1 0.0 0.000
H -3.627692 3.298268 1.167398 0.0 0.0 0.0 0.000
H 0.457394 -1.020367 -3.475576 0.0 0.0 0.0 0.000
H 0.735940 -6.087623 1.335423 0.0 0.0 0.0 0.000
Cl -5.355143 -0.522281 4.305092 0.0 0.0 0.0 0.001
H -1.935637 -4.345289 0.238650 0.0 0.0 0.0 0.000
H -2.887560 2.527838 -2.558630 0.0 0.0 0.0 0.000
S -0.739219 3.170915 4.151825 0.0 0.0 0.0 0.300
C 2.014675 -3.101141 0.380380 0.0 0.0 0.0 0.000
S 1.139816 3.292039 6.397082 0.0 0.0 0.0 -0.013
C -2.830900 5.669040 -1.081999 0.0 0.0 0.0 0.000
C -1.525044 5.223878 -1.392418 0.0 0.0 0.0 0.000
H 1.435419 -3.094542 -4.414574 0.0 0.0 0.0 0.000
C 0.782743 -3.142692 -3.551737 0.0 0.0 0.0 0.000
C 4.295530 -0.457459 0.927312 0.0 0.0 0.0 0.000
Cl -5.741305 1.464525 1.565061 0.0 0.0 0.0 0.001
C -0.321926 -4.420596 -1.843441 0.0 0.0 -0.1 0.000
C -3.041782 3.853336 0.439692 0.0 0.0 0.0 0.000
C 0.231049 -1.981046 -3.029286 0.0 0.0 0.0 0.000
C 2.063868 1.377582 -2.116793 0.0 0.0 0.0 0.000
H -4.931981 -0.541290 -1.339244 0.0 0.0 0.0 0.000
C 1.200076 -4.013591 1.050565 0.0 0.0 0.0 0.000
H -3.206629 6.560332 -1.572268 0.0 0.0 0.0 0.000
H 4.800548 -0.617712 -1.733346 0.0 0.0 0.0 0.000
C 1.019336 4.230072 -1.945012 0.0 0.0 0.0 0.000
C 1.951362 2.016719 7.226218 0.1 0.0 0.0 0.014
H -1.420798 1.591858 -2.184421 0.0 0.0 0.0 0.000
C 0.156693 -3.538780 2.016734 0.0 -0.1 0.0 0.001
S 3.076358 2.252395 8.398119 -0.1 0.0 0.0 0.104
C -1.746403 -3.321346 -0.091084 0.0 -0.1 0.0 0.000
C 3.932575 -0.019995 -1.482252 0.0 0.0 0.0 0.000
H -1.052012 6.809774 -2.789664 0.0 0.0 0.0 0.000
C -4.692692 0.453550 -1.714234 0.0 0.0 0.0 0.000
C -2.468391 1.520174 -2.474815 0.0 0.0 0.0 0.000
H 0.586864 -2.934193 2.820670 0.0 0.0 0.0 0.001
C 3.883325 -0.303731 2.217805 0.0 0.0 0.0 0.000
H -4.949624 0.560322 -2.766676 0.0 0.0 0.0 0.000
C 2.433051 0.915644 0.219794 0.0 -0.1 0.1 0.000
C 3.568349 0.144696 -0.125622 0.0 0.0 0.0 0.000
H 2.021153 3.894127 -2.171246 0.0 0.0 0.0 0.000
H 4.416075 -0.751728 3.045543 0.0 0.0 0.0 0.000
H -1.019673 -1.131099 -1.508650 0.0 0.0 0.0 0.000
C -0.872883 -3.260946 -1.309033 0.0 0.0 0.0 0.000
H -2.571045 1.047485 -3.454064 0.0 0.0 0.0 0.000
H 1.223359 5.933468 -3.224345 0.0 0.0 0.0 0.000
C 0.239155 3.490650 -1.053326 -0.1 0.1 0.0 0.000
C -0.601140 -2.038935 -1.921666 0.0 0.0 0.0 0.000
O -0.323546 -1.267642 0.783713 -0.1 -0.1 0.2 0.002
C 2.319278 -5.822967 -0.088569 0.0 0.0 0.0 0.000
H 0.922627 -5.277292 -3.359957 0.0 0.0 0.0 0.000
C 2.709714 0.438204 2.460300 0.0 0.0 0.0 0.002
C 3.112245 -4.909675 -0.767615 0.0 0.0 0.0 0.000
S -1.106989 -2.424901 1.359715 0.1 0.1 -0.1 0.000
C 0.224635 2.342887 5.238530 0.0 -0.1 0.0 0.142
C 0.558313 5.409792 -2.546471 0.0 0.0 0.0 0.000
C 0.392782 0.942930 5.369719 -0.1 0.0 0.0 0.156
C -3.249207 0.750762 -1.447098 0.0 0.1 0.0 0.000
H -2.711484 -2.834370 -0.243135 0.0 0.0 0.0 0.000
C -0.693149 5.908309 -2.309376 0.0 0.0 0.0 0.000
N 0.595937 2.353604 -0.405984 0.1 0.0 0.0 0.000
H -0.524050 -5.375402 -1.373115 0.0 0.0 0.0 0.000
Ba -0.857897 1.156392 1.549556 -0.1 0.4 0.1 0.012
N -1.835944 3.411542 0.172583 0.0 -0.1 0.0 0.001
H -0.387537 -4.363843 2.482128 0.0 0.0 0.0 0.000
H 3.415403 0.436600 -3.491739 0.0 0.0 0.0 0.000
H 2.329745 0.533586 3.471872 0.0 0.0 0.0 0.001
H -5.288879 1.149412 -1.117178 0.0 0.0 0.0 0.000
O -2.725198 0.402991 -0.405128 0.1 -0.1 0.1 0.000
C 3.167562 0.575378 -2.445313 0.0 0.0 0.0 0.000
H 3.561943 -2.826315 -1.063963 0.0 0.0 0.0 0.000
```
Forces are in eV/Å.

Output
2S+1 = 2
Kohn-Sham gap (spin up / spin down) = 0.244 / 0.188 hartree
Net charge = -1